[1]
{"formula": "C14H18Cl2N2O4S", "method": "ωB97M-V/def2-TZVPD", "e_homo_ev": -8.21, "homo_lumo_gap_ev": 8.636, "max_force_ha_per_bohr": 0.030, "e_above_lowest_ev": 0.0840, "e_lumo_ha": 0.016, "spin_multiplicity": 1, "symbols": ["C", "N", "C", "O", "C", "H", "H", "S", "O", "C", "C", "O", "N", "C", "C", "C", "C", "C", "C", "Cl", "H", "Cl", "O", "C", "C", "H", "H", "H", "C", "H", "H", "H", "H", "H", "H", "H", "H", "H", "H", "H", "H"], "coordinates": [[4.401, -2.786, 0.883], [4.636, -1.659, 0.011], [4.890, -0.429, 0.488], [4.996, -0.155, 1.668], [5.007, 0.630, -0.592], [5.652, 0.304, -1.406], [5.364, 1.567, -0.173], [3.342, 0.946, -1.360], [2.827, -0.397, -1.662], [2.502, 1.475, 0.214], [1.003, 1.268, 0.122], [0.220, 2.192, 0.161], [0.677, -0.047, 0.021], [-0.586, -0.621, -0.066], [-1.758, 0.120, 0.062], [-3.009, -0.481, -0.018], [-3.066, -1.868, -0.230], [-1.915, -2.619, -0.355], [-0.682, -1.999, -0.271], [0.752, -2.955, -0.429], [-1.982, -3.683, -0.515], [-4.605, -2.634, -0.331], [-4.191, 0.148, 0.105], [-4.253, 1.563, 0.284], [-5.648, 1.848, 0.832], [-5.767, 2.912, 1.011], [-6.398, 1.519, 0.117], [-5.800, 1.310, 1.763], [-4.017, 2.289, -1.039], [-4.099, 3.362, -0.888], [-3.030, 2.068, -1.436], [-4.763, 1.975, -1.766], [-3.503, 1.872, 1.024], [-1.659, 1.179, 0.222], [1.431, -0.694, -0.204], [2.914, 0.907, 1.045], [2.716, 2.535, 0.336], [4.361, -1.760, -0.956], [5.049, -3.617, 0.601], [3.360, -3.110, 0.827], [4.630, -2.476, 1.901]], "forces_ev_per_a": [[0.043, -0.132, 0.185], [0.060, -0.349, -0.182], [0.012, 0.072, -0.364], [0.059, 0.169, 0.325], [-0.519, 0.259, -0.104], [-0.057, 0.058, -0.109], [0.056, 0.005, 0.056], [0.744, 0.827, 1.057], [-0.480, -0.990, -0.683], [0.349, 0.081, -0.466], [0.174, -0.128, -0.127], [-0.095, 0.218, 0.066], [0.173, -0.389, 0.045], [-0.407, -0.212, -0.009], [-0.223, 0.265, 0.057], [0.243, -0.450, -0.073], [0.058, 0.225, 0.020], [-0.052, 0.292, 0.050], [-0.185, 0.191, 0.008], [0.185, -0.212, -0.034], [0.009, -0.079, -0.011], [-0.186, -0.179, -0.026], [-0.008, -0.133, 0.010], [-0.152, 0.549, -0.040], [0.409, -0.220, -0.034], [-0.022, 0.120, 0.012], [-0.095, -0.011, -0.089], [-0.043, -0.019, 0.093], [0.089, -0.300, 0.282], [0.009, 0.130, -0.001], [0.082, 0.036, -0.076], [-0.091, -0.019, -0.064], [-0.070, -0.090, -0.076], [-0.049, 0.016, -0.013], [-0.035, 0.326, 0.070], [0.059, -0.046, 0.022], [-0.048, 0.009, 0.030], [0.038, 0.209, 0.129], [-0.028, -0.017, 0.060], [0.031, 0.006, 0.060], [-0.038, -0.090, -0.057]], "lowdin_charge": [-0.05, 0.02, -0.59, 0.05, -0.22, 0.10, 0.10, 0.99, -0.55, -0.20, -0.50, 0.08, 0.11, -0.22, 0.07, -0.28, -0.59, -0.12, -0.58, 0.74, 0.11, 0.72, -0.06, -0.42, -0.03, 0.08, 0.09, 0.08, -0.03, 0.09, 0.07, 0.09, 0.14, 0.09, 0.06, 0.09, 0.11, 0.12, 0.09, 0.05, 0.09]}



[2]
{"formula": "C14H18ClF16N2O3", "method": "ωB97M-V/def2-TZVPD", "e_homo_ev": -13.81, "homo_lumo_gap_ev": 10.342, "max_force_ha_per_bohr": 0.071, "e_lumo_ha": -0.127, "total_charge": 1, "spin_multiplicity": 1, "symbols": ["O", "C", "C", "N", "C", "C", "Cl", "N", "H", "H", "H", "H", "H", "H", "H", "H", "H", "H", "C", "C", "C", "F", "F", "F", "F", "O", "C", "C", "F", "F", "F", "F", "H", "H", "H", "H", "C", "C", "C", "F", "F", "F", "F", "O", "C", "C", "F", "F", "F", "F", "H", "H", "H", "H"], "coordinates": [[-1.631, 1.835, 4.222], [-0.781, 1.188, 3.190], [-1.550, 0.022, 2.331], [-1.626, -1.330, 3.007], [-0.386, -1.659, 3.810], [0.189, -0.434, 4.736], [1.808, -0.973, 5.543], [0.521, 0.721, 3.817], [-2.273, 1.179, 4.625], [-0.488, 2.058, 2.427], [-1.074, -0.006, 1.244], [-2.673, 0.397, 2.188], [-2.512, -1.450, 3.568], [0.490, -2.142, 3.159], [-0.701, -2.526, 4.568], [-0.590, -0.163, 5.585], [1.110, 0.342, 3.020], [1.063, 1.464, 4.309], [0.486, -3.325, 0.074], [1.039, -2.047, -0.575], [0.819, -1.942, -2.081], [1.397, -2.956, -2.766], [1.371, -0.795, -2.565], [2.354, -1.918, -0.253], [0.407, -0.986, 0.021], [1.423, -4.389, 0.278], [1.658, -5.221, -0.858], [3.086, -5.101, -1.404], [3.397, -3.822, -1.730], [3.240, -5.838, -2.536], [0.709, -4.972, -1.792], [1.434, -6.496, -0.434], [0.172, -3.048, 1.086], [-0.433, -3.678, -0.409], [-0.246, -1.921, -2.325], [3.817, -5.447, -0.667], [0.052, 2.461, -2.274], [-1.425, 2.115, -2.517], [-1.988, 2.588, -3.854], [-1.918, 3.931, -4.004], [-3.306, 2.263, -3.959], [-2.167, 2.574, -1.473], [-1.532, 0.748, -2.471], [0.308, 3.637, -1.498], [0.271, 4.866, -2.223], [-0.889, 5.776, -1.803], [-2.090, 5.158, -1.934], [-0.941, 6.892, -2.577], [0.281, 4.596, -3.550], [1.456, 5.483, -1.962], [0.465, 1.646, -1.669], [0.644, 2.443, -3.197], [-1.466, 2.117, -4.691], [-0.784, 6.087, -0.759]], "forces_ev_per_a": [[1.076, -2.231, -1.091], [-2.440, 2.391, -1.312], [-0.775, 0.621, -0.381], [0.956, 1.321, 0.882], [-0.155, -1.530, 1.058], [-0.114, -2.063, 0.720], [-2.020, 0.742, -0.981], [-0.185, -1.049, -0.214], [1.078, 0.937, -0.874], [-0.657, -1.872, 1.801], [-0.865, -0.199, 2.512], [2.608, -0.591, 0.284], [1.561, 0.304, -0.815], [-1.816, 1.428, 1.211], [0.853, 1.967, -1.611], [1.938, -0.154, -1.927], [-0.463, 0.453, 1.114], [-0.634, -0.393, -0.381], [-0.382, -0.458, 0.825], [1.020, -0.742, 0.394], [0.054, 0.358, -1.195], [-0.323, 0.769, 0.244], [-0.061, 0.058, 0.447], [-0.465, 0.129, -0.213], [-0.241, 0.129, -0.239], [0.213, 0.078, -1.702], [-1.729, -0.132, 1.025], [1.063, -0.021, -0.465], [-0.084, -0.416, 0.391], [-0.489, 0.079, 0.499], [0.577, -0.631, 0.223], [0.618, 0.690, -0.284], [0.210, 0.049, -0.127], [0.330, 0.170, -0.140], [-0.060, -0.043, 0.186], [-0.257, -0.045, 0.083], [0.852, -0.447, 0.397], [0.109, 0.349, 0.847], [-0.961, 0.129, -0.884], [-0.210, -0.686, -0.058], [0.331, -0.192, 0.322], [0.038, -0.116, -0.316], [0.083, 0.141, -0.383], [-0.846, 1.045, -1.147], [1.472, -1.451, -0.289], [-0.842, 0.713, 0.183], [0.531, 0.129, 0.317], [0.440, -0.505, 0.118], [0.183, 0.719, 0.628], [-0.887, 0.018, 0.147], [-0.239, 0.131, 0.025], [-0.369, 0.115, 0.103], [0.156, -0.066, 0.129], [0.216, -0.125, -0.082]], "lowdin_charge": [-0.04, -0.26, -0.12, -0.07, -0.21, -0.55, 0.60, 0.05, 0.12, 0.20, 0.13, 0.17, 0.13, 0.14, 0.16, 0.16, 0.20, 0.19, -0.05, -0.42, -0.28, 0.10, 0.09, 0.13, 0.06, 0.03, -0.47, -0.26, 0.09, 0.10, 0.12, 0.14, 0.12, 0.15, 0.18, 0.18, -0.06, -0.43, -0.28, 0.09, 0.09, 0.12, 0.09, 0.02, -0.47, -0.27, 0.09, 0.10, 0.13, 0.14, 0.13, 0.15, 0.18, 0.17]}